The following is a quantum chemistry calculation of a structure of composition C35H49N3NiO4SSe, from OMol25.

Structure (ORCA input):
```
! RIJCOSX wB97M-V def2-TZVPD def2/J DEFGRID3
* xyz 0 3
Ni 0.774 0.260 1.932
C 1.449 0.688 3.988
C 2.615 0.498 3.178
C 2.595 1.473 2.162
C 1.441 2.296 2.337
C 0.740 1.812 3.474
C -0.534 2.356 4.033
C 1.049 3.438 1.451
C 3.625 1.624 1.086
C 3.714 -0.492 3.398
C 1.082 -0.074 5.224
H -1.226 1.558 4.308
H -1.042 2.988 3.303
H -0.352 2.957 4.928
H 1.642 4.332 1.664
H -0.003 3.698 1.587
H 1.182 3.174 0.402
H 3.166 1.971 0.158
H 4.130 0.676 0.886
H 4.396 2.348 1.366
H 4.636 0.016 3.692
H 3.929 -1.070 2.495
H 3.461 -1.202 4.186
H 1.450 0.427 6.125
H 1.499 -1.081 5.215
H 0.000 -0.171 5.324
C -1.629 6.275 1.235
C -2.570 5.252 0.663
C -3.110 4.250 1.463
C -3.964 3.292 0.936
C -4.282 3.339 -0.411
C -3.773 4.342 -1.227
C -2.923 5.290 -0.688
S -5.231 2.031 -1.131
O -5.915 1.371 -0.061
O -5.924 2.546 -2.275
N -4.128 0.971 -1.726
C -3.086 0.471 -0.828
C -1.776 1.228 -0.964
C -0.741 0.856 0.074
O 0.466 0.844 -0.253
O -1.118 0.503 1.232
H -1.426 6.081 2.288
H -2.047 7.280 1.149
H -0.677 6.270 0.700
H -2.856 4.218 2.516
H -4.375 2.508 1.560
H -4.051 4.371 -2.274
H -2.520 6.072 -1.323
H -3.811 1.253 -2.648
H -2.927 -0.587 -1.040
H -3.455 0.532 0.196
H -1.947 2.304 -0.858
H -1.333 1.069 -1.952
C 0.881 -5.411 -1.163
C -0.132 -5.609 -0.036
C -1.492 -4.943 -0.269
C -1.591 -3.467 0.103
N -0.675 -2.617 -0.655
C 0.528 -2.164 -0.223
Se 1.135 -2.165 1.536
N 1.200 -1.688 -1.291
C 2.523 -1.063 -1.242
C 3.636 -2.099 -1.244
C 3.744 -2.886 -2.550
C 4.342 -2.070 -3.692
C 0.402 -1.779 -2.416
C 0.599 -1.379 -3.732
C -0.431 -1.620 -4.624
C -1.621 -2.238 -4.223
C -1.820 -2.636 -2.913
C -0.784 -2.389 -2.020
H 1.748 -6.058 -1.016
H 1.260 -4.391 -1.226
H 0.441 -5.663 -2.132
H 0.288 -5.268 0.914
H -0.306 -6.682 0.071
H -2.249 -5.447 0.336
H -1.793 -5.086 -1.312
H -1.362 -3.305 1.153
H -2.602 -3.104 -0.068
H 2.536 -0.441 -0.354
H 2.574 -0.382 -2.090
H 3.474 -2.772 -0.401
H 4.579 -1.579 -1.049
H 2.757 -3.264 -2.836
H 4.361 -3.771 -2.380
H 3.784 -1.148 -3.873
H 4.353 -2.636 -4.625
H 5.370 -1.782 -3.462
H 1.513 -0.894 -4.047
H -0.315 -1.321 -5.658
H -2.403 -2.406 -4.953
H -2.742 -3.107 -2.597
*
```

Output
Molecular weight ... 745.51 g mol⁻¹
Maximum force ... 0.756 eV/A
E_tot ... -6136.3447 Eh
LUMO level (spin up / spin down) ... 0.355 / 0.253 eV

The following is a quantum chemistry calculation of a cluster of 6 separate species, C16H47N3O7 in total at a distorted geometry, from OMol25.

Structure (ORCA input):
```
! RIJCOSX wB97M-V def2-TZVPD def2/J DEFGRID3
* xyz 0 1
C -0.101 -1.036 -1.465
C -0.509 -1.416 -0.051
O -1.562 -0.559 0.351
O 1.127 -1.707 -1.767
H 0.051 0.039 -1.556
H -0.870 -1.339 -2.177
H 0.362 -1.317 0.606
H -0.842 -2.460 -0.032
H -1.746 -0.731 1.291
H 1.787 -1.050 -2.047
C -0.629 -4.299 -3.204
O 0.765 -4.180 -2.985
H -0.937 -5.344 -3.189
H -1.233 -3.741 -2.484
H -0.861 -3.895 -4.197
H 0.917 -3.383 -2.436
C 2.329 -0.428 2.944
O 2.891 -1.145 4.046
H 1.309 -0.090 3.166
H 2.946 0.436 2.700
H 2.215 -1.084 2.082
H 3.358 -0.485 4.565
C 1.160 2.089 -3.393
C 2.165 2.248 -2.261
C 3.404 1.409 -2.407
O 3.062 0.067 -2.731
C 4.080 -0.655 -3.376
N 2.579 3.660 -2.217
H 0.796 1.056 -3.401
H 1.577 2.221 -4.393
H 0.301 2.736 -3.236
H 1.635 1.989 -1.331
H 4.028 1.408 -1.507
H 3.984 1.827 -3.240
H 4.889 -0.963 -2.707
H 4.469 -0.072 -4.219
H 3.677 -1.573 -3.808
H 3.164 3.856 -1.410
H 1.761 4.249 -2.108
C -2.167 -3.667 2.614
C -0.908 -3.161 3.302
C -1.053 -1.836 3.998
O -1.596 -0.883 3.101
C -1.969 0.310 3.770
N -0.495 -4.177 4.292
H -2.070 -4.708 2.295
H -2.527 -3.075 1.776
H -2.980 -3.745 3.348
H -0.121 -3.088 2.538
H -0.072 -1.491 4.353
H -1.678 -1.904 4.896
H -2.300 1.031 3.024
H -1.125 0.687 4.352
H -2.823 0.141 4.435
H -0.180 -4.989 3.769
H 0.340 -3.875 4.790
C -3.119 2.559 -2.220
C -2.801 3.252 -0.897
C -1.497 2.778 -0.297
O -1.486 3.098 1.081
C -0.308 2.685 1.717
N -2.734 4.714 -1.137
H -4.196 2.672 -2.406
H -2.974 1.478 -2.210
H -2.665 3.029 -3.092
H -3.638 3.014 -0.234
H -0.634 3.239 -0.800
H -1.390 1.699 -0.456
H 0.608 3.024 1.211
H -0.209 1.594 1.785
H -0.320 3.103 2.722
H -2.826 5.155 -0.222
H -3.587 4.999 -1.615
*
```

Output
Molecular weight ... 393.57 g mol⁻¹
SMILES ... COC[C@H](C)N.COC[C@H](C)N.COC[C@H](C)N.OCCO.CO.CO
Relative energy (zero: lowest compared OMol25 entry of this formula, charge and spin) ... 0.0000 eV
Maximum force ... 1.142 eV/A
E_tot ... -1328.6531 Eh
LUMO level ... 0.445 eV

> The highest E_tot belongs to which entry?

C16H47N3O7